1.
{
  "formula": "C21H19BN9Ti",
  "method": "ωB97M-V with the def2-TZVPD basis set",
  "e_tot_ev": -59277.097,
  "spin_multiplicity": 2,
  "charge": 2,
  "s2": 0.757,
  "lumo_energy_ev": [-6.87, -6.80],
  "max_force_ev_per_a": 2.22,
  "homo_ev": [-13.01, -13.06],
  "species": ["Ti", "C", "C", "N", "N", "C", "B", "N", "C", "C", "C", "N", "N", "C", "C", "C", "N", "H", "H", "H", "H", "H", "H", "H", "H", "H", "H", "N", "C", "C", "C", "C", "C", "C", "N", "C", "C", "C", "C", "N", "C", "C", "H", "H", "H", "H", "H", "H", "H", "H", "H"],
  "xyz": [[-0.01230, -0.00332, 0.06533], [-1.83463, 3.14950, -1.97450], [-1.50825, 2.61212, -0.74043], [-0.84509, 1.45436, -0.91124], [-0.73104, 1.24582, -2.25211], [-1.31617, 2.25756, -2.90118], [-0.00803, -0.01179, -2.81822], [-0.73139, -1.26477, -2.24324], [-1.31654, -2.28286, -2.88244], [-1.83487, -3.16621, -1.94722], [-1.50828, -2.61812, -0.71791], [-0.84606, -1.46132, -0.90052], [1.44226, -0.00869, -2.24716], [2.61210, -0.01125, -2.88621], [3.64064, -0.00624, -1.95005], [3.00798, -0.00115, -0.72128], [1.67167, -0.00180, -0.90174], [-2.36870, 4.06223, -2.17258], [-1.72992, 2.98917, 0.24493], [-1.33940, 2.29518, -3.97826], [-0.00749, -0.01555, -4.00138], [-1.33953, -2.33076, -3.95913], [-2.36838, -4.08114, -2.13656], [-1.72739, -2.98538, 0.27180], [2.66247, -0.01670, -3.96326], [4.69881, -0.00709, -2.14492], [3.43395, 0.00271, 0.26876], [-0.01297, 1.09876, 7.07112], [-0.01306, 0.62685, 8.35016], [-0.03019, 1.25873, 9.59153], [-0.02432, 0.43768, 10.69387], [-0.00211, -0.97268, 10.58310], [0.01466, -1.60051, 9.36640], [0.00912, -0.78798, 8.22004], [0.02216, -1.13079, 6.90994], [0.00870, 0.00238, 6.23533], [0.01880, 0.04455, 4.80935], [0.00615, 1.23394, 4.05170], [0.01441, 1.16822, 2.68766], [0.03244, -0.00212, 2.00147], [0.05072, -1.15423, 2.72887], [0.04386, -1.17052, 4.09010], [-0.02555, 2.06821, 6.80642], [-0.04721, 2.33636, 9.68794], [-0.03724, 0.88062, 11.68047], [0.00139, -1.55959, 11.49115], [0.03183, -2.67758, 9.27534], [-0.01004, 2.20276, 4.52925], [0.01428, 2.07485, 2.08998], [0.07947, -2.07654, 2.15793], [0.05790, -2.09704, 4.64683]],
  "lowdin_charge": [1.1518, 0.0024, -0.0696, -0.0975, -0.0112, -0.0033, -0.4419, -0.0109, -0.0020, 0.0038, -0.0658, -0.0987, -0.0118, 0.0027, 0.0071, -0.0573, -0.0983, 0.1226, 0.1249, 0.1483, 0.1370, 0.1485, 0.1231, 0.1268, 0.1495, 0.1235, 0.1318, 0.1807, -0.1687, -0.0041, -0.0467, -0.0558, 0.0083, -0.2070, 0.2003, -0.2809, -0.0795, 0.0344, -0.0914, -0.1255, -0.0790, 0.0404, 0.1623, 0.1183, 0.1167, 0.1144, 0.1216, 0.1251, 0.1232, 0.1253, 0.1322]
}

2.
{
  "formula": "C16H17N",
  "method": "ωB97M-V with the def2-TZVPD basis set",
  "e_tot_ev": -18357.315,
  "spin_multiplicity": 1,
  "charge": 0,
  "e_above_lowest_kcal_mol": 23.7,
  "lumo_energy_ev": 0.65,
  "max_force_ev_per_a": 2.43,
  "homo_ev": -7.71,
  "species": ["C", "C", "C", "C", "C", "C", "C", "H", "H", "H", "H", "H", "H", "H", "H", "C", "C", "C", "C", "C", "C", "C", "C", "C", "N", "H", "H", "H", "H", "H", "H", "H", "H", "H"],
  "xyz": [[0.38252, -0.50396, -4.21803], [1.30346, 3.51717, -2.96071], [0.34945, 3.28391, -3.94431], [2.06173, 2.45217, -2.51857], [0.11369, 1.97794, -4.37939], [1.69075, 1.14042, -2.80218], [0.68846, 0.88455, -3.73119], [1.44145, 4.53151, -2.67435], [-0.09506, 4.00628, -4.61760], [2.97401, 2.65778, -1.96746], [-0.54871, 1.78617, -5.17281], [2.07611, 0.35086, -2.17179], [-0.19448, -0.40757, -5.13522], [-0.19104, -0.98678, -3.42931], [1.31063, -0.98689, -4.51659], [-2.16950, 0.87922, 3.69419], [-0.85872, -1.26373, 3.09269], [-0.96891, 0.17880, 3.13466], [0.27703, -1.56442, 2.32644], [0.13132, 0.67124, 2.50100], [-1.28298, -3.57898, 3.18309], [-0.13381, -3.83098, 2.48084], [-1.71351, -2.29751, 3.45007], [0.67707, -2.84604, 1.95655], [0.87152, -0.36832, 2.00130], [-1.83488, -4.44048, 3.53717], [0.22767, -4.85301, 2.40556], [-2.66157, -2.16142, 3.93554], [1.60236, -2.92912, 1.40409], [-1.86937, 1.75669, 4.27018], [-2.72855, 0.18934, 4.31579], [0.21155, 1.71696, 2.26425], [1.63940, -0.32248, 1.36092], [-2.77909, 1.36072, 2.92519]],
  "lowdin_charge": [-0.0482, -0.0978, -0.0799, -0.0951, -0.0585, -0.0583, -0.2885, 0.0904, 0.1020, 0.1015, 0.0889, 0.1064, 0.0707, 0.0853, 0.0815, -0.0453, -0.1409, -0.2255, -0.2214, -0.0630, -0.1152, -0.1205, -0.0225, -0.0136, 0.0698, 0.1006, 0.1020, 0.1032, 0.1077, 0.0737, 0.0665, 0.1210, 0.1442, 0.0789]
}

3.
{
  "formula": "C4H2O2",
  "method": "ωB97M-V with the def2-TZVPD basis set",
  "e_tot_ev": -8272.202,
  "spin_multiplicity": 1,
  "charge": 0,
  "e_above_lowest_kcal_mol": 7.5,
  "lumo_energy_ev": -1.01,
  "max_force_ev_per_a": 0.71,
  "homo_ev": -10.37,
  "species": ["O", "C", "C", "O", "C", "C", "H", "H"],
  "xyz": [[-1.17886, -1.59477, 0.45317], [-1.42673, -0.44974, 0.17431], [-0.37041, 0.65645, 0.22734], [-0.70959, 1.78468, 0.50432], [0.98636, 0.25163, -0.08214], [2.08227, -0.11145, -0.42726], [-2.43576, -0.10091, -0.11080], [3.05271, -0.43589, -0.73895]],
  "lowdin_charge": [0.0942, -0.1703, -0.3777, 0.1226, -0.0224, 0.1738, 0.1336, 0.0461]
}

4.
{
  "formula": "C17H30F6N4O6PRuS5Sb",
  "method": "ωB97M-V with the def2-TZVPD basis set",
  "e_tot_ev": -125254.551,
  "spin_multiplicity": 5,
  "charge": -2,
  "s2": 6.037,
  "e_above_lowest_kcal_mol": 0.0,
  "lumo_energy_ev": [4.17, 4.16],
  "max_force_ev_per_a": 0.18,
  "homo_ev": [-0.45, -1.94],
  "species": ["Ru", "S", "Sb", "S", "S", "F", "C", "F", "F", "S", "O", "O", "N", "S", "O", "O", "C", "F", "F", "F", "O", "P", "N", "C", "C", "C", "C", "N", "C", "C", "C", "C", "N", "C", "C", "C", "C", "H", "H", "H", "H", "H", "H", "H", "H", "H", "H", "H", "H", "H", "H", "H", "H", "H", "H", "H", "H", "H", "H", "H", "H", "C", "O", "C", "C", "H", "H", "H", "H", "H", "H"],
  "xyz": [[-2.27930, 1.91531, 0.68457], [-0.40591, 7.08077, -0.84007], [-1.82694, 5.89526, 0.56121], [-0.72819, 3.67794, 0.65319], [-4.06159, 2.89387, 1.27238], [1.96363, -2.35150, 0.79629], [1.50742, -3.29038, 1.63936], [0.18898, -3.38623, 1.47119], [2.05876, -4.45879, 1.29092], [1.95879, -2.82823, 3.37001], [1.26203, -1.59655, 3.59513], [3.39116, -2.82943, 3.32683], [1.46752, -4.04305, 4.23963], [0.01457, -4.23228, 4.82395], [0.04393, -4.42316, 6.24485], [-1.01854, -3.41393, 4.25587], [-0.33537, -5.92676, 4.18129], [0.55151, -6.81995, 4.63024], [-0.32066, -5.96188, 2.84584], [-1.55148, -6.31774, 4.58879], [-0.96716, 0.76525, -0.69791], [0.17918, 1.13088, -1.60188], [0.47235, -0.10551, -2.70469], [0.45247, -1.45315, -2.11581], [-0.96496, -2.00634, -2.38213], [-1.54584, -1.08505, -3.47743], [-0.34872, -0.22621, -3.90714], [1.58937, 1.19356, -0.77920], [1.71039, 1.30394, 0.68882], [3.12540, 0.76985, 0.99646], [3.67877, 0.27383, -0.34610], [2.91818, 1.11193, -1.36792], [-0.08640, 2.46370, -2.51473], [0.81974, 3.62822, -2.53357], [0.17601, 4.53457, -3.57088], [-1.31747, 4.34646, -3.30463], [-1.46328, 2.89093, -2.84081], [0.70390, -1.41664, -1.05717], [1.20798, -2.06402, -2.62027], [-1.56632, -1.95526, -1.47664], [-0.92217, -3.04865, -2.70210], [-2.31791, -0.44218, -3.05246], [-1.98458, -1.63682, -4.31053], [-0.60893, 0.75338, -4.30017], [0.24080, -0.75133, -4.66850], [0.93258, 0.71770, 1.17162], [1.58650, 2.33725, 1.00980], [3.10158, -0.02000, 1.74542], [3.74645, 1.57647, 1.38897], [3.43793, -0.78141, -0.49112], [4.76039, 0.39187, -0.42790], [2.86455, 0.66157, -2.35863], [3.36883, 2.10915, -1.45945], [1.83063, 3.32042, -2.80627], [0.83192, 4.12475, -1.55886], [0.44464, 4.20646, -4.58073], [0.47555, 5.57221, -3.42597], [-1.93164, 4.55305, -4.18244], [-1.61590, 5.02584, -2.50572], [-1.88588, 2.24767, -3.62028], [-2.11031, 2.83145, -1.96313], [-3.40908, -0.84771, 3.68114], [-3.49786, 0.18645, 2.69383], [-2.54599, 0.34763, 1.78157], [-1.50010, -0.73166, 1.77935], [-3.40151, -1.84001, 3.23145], [-4.29540, -0.72833, 4.29857], [-2.51468, -0.73576, 4.29276], [-0.95544, -0.80290, 2.72315], [-0.79268, -0.57948, 0.97380], [-1.98619, -1.70132, 1.62502]],
  "lowdin_charge": [0.5043, -0.5258, 0.1183, -0.2189, -0.1125, 0.1083, -0.6650, 0.1273, 0.1247, 0.5558, -0.2859, -0.2910, -0.2985, 0.5706, -0.2899, -0.2926, -0.6789, 0.1217, 0.1222, 0.1154, -0.4237, 0.5557, -0.1941, -0.1970, -0.1578, -0.1663, -0.2068, -0.1770, -0.1807, -0.1453, -0.1698, -0.2080, -0.1973, -0.2117, -0.1915, -0.1772, -0.2044, 0.0875, 0.1139, 0.0969, 0.0980, 0.1008, 0.0969, 0.0903, 0.1116, 0.0904, 0.0491, 0.0913, 0.1053, 0.0940, 0.1023, 0.1057, 0.1104, 0.0992, 0.0553, 0.1012, 0.0779, 0.1024, 0.0332, 0.0942, 0.0600, -0.0676, -0.1847, -0.4263, -0.1015, 0.0838, 0.0889, 0.0945, 0.0709, 0.0282, 0.0893]
}

5.
{
  "formula": "C28H22F3N6NiO3S2",
  "method": "ωB97M-V with the def2-TZVPD basis set",
  "e_tot_ev": -115346.750,
  "spin_multiplicity": 3,
  "charge": -1,
  "s2": 2.006,
  "e_above_lowest_kcal_mol": 22.9,
  "lumo_energy_ev": [2.52, 2.52],
  "max_force_ev_per_a": 3.54,
  "homo_ev": [-4.98, -5.02],
  "species": ["Ni", "C", "C", "C", "C", "C", "C", "C", "S", "O", "O", "N", "C", "C", "C", "C", "C", "C", "C", "C", "N", "C", "H", "H", "H", "H", "H", "H", "H", "H", "H", "H", "H", "H", "H", "F", "C", "F", "F", "C", "C", "C", "C", "N", "C", "S", "H", "H", "H", "N", "C", "C", "C", "N", "C", "C", "H", "H", "H", "H", "H", "H", "O", "C", "N"],
  "xyz": [[-12.39599, 9.90482, 8.91246], [-15.04635, 16.57168, 4.32325], [-13.98074, 15.65894, 4.79652], [-13.08869, 16.01898, 5.74913], [-12.26446, 15.11592, 6.42351], [-12.47147, 13.77015, 6.12752], [-13.28697, 13.38296, 5.06795], [-14.00310, 14.34406, 4.40150], [-11.61540, 12.46269, 7.16028], [-14.01726, 10.32585, 6.12589], [-10.71308, 13.34506, 7.95410], [-12.86810, 11.82425, 8.10104], [-13.29222, 12.58449, 9.25202], [-13.86723, 13.77551, 9.09591], [-14.34747, 14.49053, 10.20904], [-14.28879, 14.02158, 11.49620], [-13.67998, 12.74902, 11.73479], [-13.46228, 12.15846, 12.97434], [-12.79966, 10.97488, 13.14254], [-12.32592, 10.30281, 11.89597], [-12.51447, 10.88497, 10.71105], [-13.09414, 12.06699, 10.62529], [-14.69803, 17.33163, 3.68318], [-15.54452, 17.04864, 5.13779], [-15.84091, 15.98945, 3.79489], [-13.02528, 17.06350, 6.00139], [-11.47204, 15.31000, 7.14620], [-13.43437, 12.34191, 4.79415], [-14.61612, 14.06610, 3.58324], [-14.05421, 14.22810, 8.11731], [-14.66365, 15.49733, 9.96880], [-14.70520, 14.55744, 12.40356], [-13.88008, 12.66614, 13.81214], [-12.69307, 10.51867, 14.09538], [-11.85998, 9.29294, 11.93722], [-15.41862, 6.30958, 11.97789], [-16.11883, 6.62145, 10.84685], [-17.43907, 6.55293, 11.16923], [-15.85603, 5.62639, 9.94951], [-15.83138, 8.00061, 10.30698], [-16.91680, 8.84382, 10.11675], [-16.77440, 10.10732, 9.51407], [-15.52938, 10.45708, 9.13747], [-14.49093, 9.67687, 9.29512], [-14.54542, 8.44320, 9.86418], [-13.00826, 7.71394, 9.97640], [-17.86877, 8.55986, 10.49606], [-17.71011, 10.69486, 9.40166], [-15.36374, 11.41863, 8.65586], [-12.96118, 6.36407, 3.71267], [-12.83097, 7.17417, 4.85856], [-13.48765, 8.41984, 4.90290], [-13.32296, 9.15044, 6.05950], [-12.60177, 8.75703, 7.10003], [-11.95694, 7.59822, 7.00353], [-12.03778, 6.73589, 5.89821], [-13.07567, 6.95491, 2.90242], [-12.22801, 5.64879, 3.72463], [-14.16685, 8.78570, 4.11772], [-13.70565, 10.79930, 6.94157], [-11.34197, 7.37603, 7.85516], [-11.54207, 5.80037, 5.87830], [-8.63980, 10.26782, 10.42018], [-9.55915, 10.03927, 9.69517], [-10.44048, 9.76837, 8.93367]],
  "lowdin_charge": [0.3590, -0.0541, -0.3144, -0.0613, -0.0688, -0.3375, -0.0748, -0.0613, 0.9130, 0.0149, -0.5182, -0.3100, -0.2732, -0.0532, -0.0798, -0.0430, -0.1592, -0.0500, -0.0051, -0.0601, 0.0350, -0.1453, 0.0590, 0.0699, 0.0919, 0.1081, 0.1056, 0.0990, 0.0983, 0.1136, 0.0984, 0.1222, 0.1008, 0.0838, 0.0894, 0.1035, -0.5441, 0.0904, 0.1120, -0.1112, -0.0104, -0.0570, -0.1511, -0.0163, -0.6464, 0.7078, 0.1030, 0.1121, 0.1131, 0.0833, -0.3241, 0.0391, -0.3645, 0.0543, -0.1413, -0.0152, 0.0829, 0.0908, 0.1272, 0.0204, 0.0662, 0.0939, 0.0014, -0.5444, 0.0320]
}

6.
{
  "formula": "C3H2InO2",
  "method": "ωB97M-V with the def2-TZVPD basis set",
  "e_tot_ev": -12384.282,
  "spin_multiplicity": 2,
  "charge": 2,
  "s2": 1.140,
  "e_above_lowest_kcal_mol": 83.2,
  "lumo_energy_ev": [-11.49, -14.02],
  "max_force_ev_per_a": 5.31,
  "homo_ev": [-19.84, -19.69],
  "species": ["H", "O", "H", "C", "C", "O", "C", "In"],
  "xyz": [[2.83372, 0.97627, 0.54132], [-1.78032, -0.16031, -0.43640], [-2.72959, -0.32248, -0.49911], [2.16608, 0.16185, 0.26190], [0.87818, 0.07480, 0.05751], [0.08098, -1.14497, 0.07387], [-1.16235, -1.30576, -0.30889], [-0.28670, 1.72061, 0.30980]],
  "lowdin_charge": [0.1207, 0.0718, 0.1866, 0.3624, -0.3833, 0.0635, 0.1326, 1.4457]
}